Entry 1:
Molecular formula: C42H34CsN2O4P2Si
Method: DFT, ωB97M-V/def2-TZVPD

Results
net charge	-1
Kohn-Sham gap	0.1894	hartree
largest force on an atom	2.6	eV/A
E_HOMO	-0.1207	Eh
lowest unoccupied orbital energy	0.0687	Ha
E	-3023.77390	Eh

XYZ file:
```
86
Properties=species:S:1:pos:R:3:forces:R:3
Cs 0.1180 0.5895 -1.1067 -1.17 -1.98 1.31
C 2.0376 -2.7535 -0.8597 0.15 0.08 0.03
Si 1.3738 -1.8045 0.6951 0.49 -0.97 -0.08
C 1.4527 -3.3228 1.8908 -0.96 -0.14 0.08
C 2.5793 -4.1064 2.1406 -0.04 0.19 0.10
C 2.4828 -5.3206 2.7996 0.16 -0.05 0.01
C 1.2488 -5.7780 3.2343 -0.03 -0.17 0.11
C 0.1102 -5.0151 3.0375 -0.01 0.08 -0.12
C 0.1936 -3.7947 2.3615 0.78 0.09 -0.17
P -1.2661 -2.7396 1.9892 -0.43 -0.36 0.29
C -2.4532 -3.5724 3.1803 0.05 0.31 -0.02
C -3.3878 -4.5645 2.8888 0.12 0.07 -0.01
C -4.1938 -5.0941 3.8891 -0.05 -0.04 -0.02
C -4.0860 -4.6396 5.1948 0.00 -0.05 -0.02
C -3.1612 -3.6491 5.4987 0.00 0.01 0.06
C -2.3657 -3.1151 4.4977 -0.01 -0.04 -0.03
C -1.9169 -3.5049 0.4472 0.14 0.16 -0.12
C -3.0772 -2.9447 -0.0910 0.00 -0.06 0.04
C -3.6332 -3.4415 -1.2596 -0.03 -0.03 0.04
C -3.0268 -4.5054 -1.9150 0.00 -0.02 -0.04
C -1.8654 -5.0600 -1.3979 -0.01 -0.03 -0.03
C -1.3100 -4.5608 -0.2269 -0.05 0.02 0.09
C 2.9282 -0.8133 1.2846 -0.27 0.15 0.03
C 4.2257 -0.8431 0.7663 0.04 -0.05 -0.09
C 5.2133 0.0041 1.2451 0.04 -0.04 -0.06
C 4.9394 0.8851 2.2840 0.03 0.06 0.11
C 3.6686 0.9242 2.8343 0.06 -0.06 -0.08
C 2.6668 0.1064 2.3139 0.15 -0.06 -0.19
P 0.9377 0.1213 2.9138 0.09 0.33 0.74
C 0.5638 1.9226 2.9159 -0.16 -0.05 -0.24
C -0.5549 2.3425 3.6424 0.04 0.03 -0.05
C -0.9134 3.6802 3.6896 -0.03 -0.01 0.06
C -0.1723 4.6225 2.9875 0.01 0.04 0.01
C 0.9009 4.2093 2.2122 -0.01 0.12 -0.03
C 1.2584 2.8691 2.1617 0.00 -0.01 0.13
C 1.3423 -0.1008 4.7064 -0.04 -0.09 0.09
C 1.3962 0.8888 5.6856 0.04 -0.07 -0.06
C 1.7486 0.5715 6.9912 0.01 0.03 0.07
C 2.0438 -0.7359 7.3440 0.00 0.04 0.02
C 1.9981 -1.7300 6.3754 0.04 -0.03 0.03
C 1.6469 -1.4160 5.0735 -0.07 0.05 0.02
H 2.9005 -3.3897 -0.6406 0.10 0.01 -0.05
H 2.3168 -2.0768 -1.6751 0.00 -0.02 -0.04
H 1.2436 -3.4073 -1.2316 -0.02 0.02 -0.03
H 3.5530 -3.7565 1.8099 -0.01 0.00 -0.05
H 3.3696 -5.9227 2.9646 0.00 0.00 0.00
H 1.1736 -6.7457 3.7172 -0.02 0.03 0.06
H -0.8444 -5.3889 3.3866 0.02 0.00 0.00
H -3.4774 -4.9398 1.8767 0.00 -0.01 -0.01
H -4.9029 -5.8771 3.6451 -0.01 0.03 0.00
H -4.7173 -5.0577 5.9695 0.02 0.01 0.01
H -3.0636 -3.2957 6.5187 0.00 0.03 -0.03
H -1.6472 -2.3352 4.7331 0.00 0.01 0.03
H -3.5585 -2.1270 0.4368 0.02 0.03 -0.07
H -4.5430 -3.0077 -1.6568 0.02 0.02 0.00
H -3.4599 -4.9005 -2.8256 0.01 0.01 -0.01
H -1.3907 -5.8910 -1.9062 0.01 0.02 0.00
H -0.4051 -5.0000 0.1754 0.01 0.00 -0.02
H 4.4625 -1.5353 -0.0356 0.00 0.01 -0.01
H 6.2054 -0.0170 0.8082 0.00 -0.02 0.01
H 5.7145 1.5424 2.6605 0.00 -0.02 0.00
H 3.4580 1.6060 3.6514 -0.04 -0.01 0.01
H -1.1278 1.6088 4.1995 -0.02 0.01 -0.01
H -1.7592 3.9924 4.2912 -0.01 -0.02 -0.01
H -0.4370 5.6723 3.0486 0.02 0.00 -0.03
H 1.4720 4.9347 1.6452 -0.02 -0.01 -0.03
H 2.1076 2.5719 1.5595 -0.01 -0.03 0.01
H 1.1715 1.9171 5.4343 0.04 0.01 0.01
H 1.8087 1.3581 7.7344 -0.05 -0.01 0.01
H 2.3054 -0.9770 8.3669 0.03 -0.01 -0.01
H 2.2455 -2.7520 6.6356 -0.05 -0.02 -0.02
H 1.6068 -2.1965 4.3217 0.02 -0.05 -0.01
O 0.5467 7.3698 -2.1805 0.10 0.06 -0.14
C 0.4740 6.0509 -2.5512 0.01 0.19 0.09
O 1.0393 5.6984 -3.5416 -0.04 -0.07 -0.02
C -0.3082 5.1874 -1.6577 -0.11 -0.13 0.11
C -0.9888 5.5237 -0.4993 0.03 -0.02 -0.06
N -1.5292 4.3942 -0.0291 0.01 0.26 -0.09
N -1.2410 3.3315 -0.7969 -0.20 -0.29 0.05
C -0.5109 3.7865 -1.7936 0.21 0.26 -0.26
C 0.0235 2.7872 -2.8329 -0.17 1.00 -0.32
O -0.7322 2.5022 -3.7599 -0.07 -0.11 -0.03
O 1.1229 2.2857 -2.5079 1.12 1.43 -1.21
H 0.0664 7.5261 -1.3636 -0.06 -0.06 0.06
H -1.1252 6.4580 0.0227 -0.01 0.00 0.00
H -2.0467 4.2653 0.8214 0.04 -0.02 0.08
```
Positions in Å, forces in eV/Å.

Here are the Mulliken charges for atoms 1 to 8, given in e: 1.408 -1.390 -0.489 0.415 -0.239 -0.924 -0.808 -0.358


Entry 2:
Molecular formula: C42H34N9O6RbS2Se
Method: DFT, ωB97M-V/def2-TZVPD

Results
net charge	-2
Kohn-Sham gap	0.1325	hartree
largest force on an atom	1.2	eV/A
E_HOMO	-0.0294	Eh
lowest unoccupied orbital energy	0.1031	Ha
E	-5787.08970	Eh

XYZ file:
```
95
Properties=species:S:1:pos:R:3:forces:R:3
Rb 1.1316 1.3058 -2.1961 -1.10 0.28 0.36
C -3.4120 1.1168 -5.5525 -0.02 0.03 -0.02
C -2.6274 1.0429 -4.2721 0.02 0.11 0.08
N -1.3454 1.1121 -4.1998 -0.03 -0.24 -0.18
N -0.6514 1.4075 -5.3237 -0.08 -0.03 0.00
C 0.5721 0.8657 -5.3244 0.04 -0.07 -0.25
O 1.0012 -0.0654 -4.6191 -0.06 0.00 -0.01
C 1.5046 1.4878 -6.3331 0.00 0.00 0.02
C 2.8488 1.6129 -5.9948 0.03 -0.03 -0.02
C 3.7381 2.2210 -6.8682 -0.01 0.00 -0.02
C 3.2988 2.6815 -8.1028 0.02 0.01 0.01
C 1.9607 2.5466 -8.4510 -0.01 -0.01 -0.01
C 1.0655 1.9645 -7.5642 -0.01 0.03 0.00
C -3.3433 0.9018 -2.9855 0.01 -0.05 -0.06
C -4.6861 0.5045 -2.9348 0.01 0.00 0.04
C -5.3058 0.3787 -1.7036 0.01 0.00 0.01
C -4.5838 0.6521 -0.5516 0.00 0.00 -0.02
C -3.2586 1.0480 -0.6965 0.00 0.01 0.03
N -2.6588 1.1773 -1.8694 -0.02 0.03 -0.01
H -2.7263 1.3382 -6.3666 0.01 0.00 0.00
H -4.1821 1.8933 -5.5104 0.00 0.00 0.02
H -3.9174 0.1696 -5.7678 0.01 -0.01 -0.01
H 3.1900 1.2483 -5.0339 -0.03 0.00 0.00
H 4.7726 2.3428 -6.5724 0.00 0.01 -0.01
H 3.9948 3.1540 -8.7867 0.00 0.00 0.00
H 1.6112 2.9072 -9.4124 0.00 0.00 0.00
H 0.0141 1.8822 -7.8077 0.00 0.00 0.00
H -5.2263 0.2893 -3.8465 0.00 0.00 -0.01
H -6.3432 0.0680 -1.6449 0.00 0.00 0.00
H -5.0269 0.5697 0.4323 -0.01 0.00 0.00
H -2.6377 1.2727 0.1659 0.00 -0.02 -0.02
C -1.6445 4.3071 -3.0550 -0.05 0.00 0.01
C -0.7240 4.8592 -2.0179 -0.03 -0.09 -0.04
N 0.0010 4.1233 -1.2435 -0.04 0.01 0.06
C 0.7887 4.8780 -0.3954 0.02 -0.05 0.00
C 0.6410 6.2221 -0.5487 0.00 0.03 0.01
S -0.5093 6.5601 -1.7747 0.01 0.03 0.00
C 1.7260 4.2200 0.5354 0.03 -0.03 -0.09
C 2.3365 4.9010 1.5496 -0.01 -0.04 0.05
S 3.4657 3.8326 2.3664 -0.03 0.04 -0.05
C 3.2149 2.6092 0.9800 0.05 -0.06 0.14
N 2.0060 2.9058 0.3663 -0.03 -0.01 -0.05
C 3.3898 1.1857 1.4904 -0.03 -0.02 -0.01
H -1.7790 3.2459 -2.8573 0.01 0.00 0.00
H -1.2219 4.4131 -4.0561 0.02 0.00 0.00
H -2.6167 4.8043 -3.0316 0.01 0.01 -0.02
H 1.1820 7.0046 -0.0456 0.00 0.00 0.01
H 2.2211 5.9388 1.8144 0.01 0.01 0.01
H 4.2428 1.1232 2.1690 0.04 0.01 -0.04
H 3.5584 0.5211 0.6441 -0.04 0.03 0.00
H 2.4930 0.8750 2.0228 -0.08 0.01 0.09
C 0.2906 -7.4689 9.8721 0.00 0.01 -0.02
O -0.1100 -7.8249 8.5662 -0.01 0.00 -0.02
C -0.1387 -6.8308 7.6289 0.00 -0.02 0.01
C 0.2150 -5.5095 7.8766 0.00 0.01 -0.02
C 0.1499 -4.5771 6.8502 0.01 -0.03 0.03
C -0.2645 -4.9375 5.5746 -0.01 0.07 -0.08
C -0.6187 -6.2676 5.3452 -0.01 -0.02 0.02
C -0.5565 -7.2068 6.3557 0.02 0.03 0.02
C -0.3239 -3.9116 4.5252 -0.01 -0.11 0.08
N -0.1704 -2.6264 4.7271 -0.01 0.01 -0.11
C -0.3048 -2.0450 3.4832 0.02 0.03 0.08
C -0.5438 -3.0017 2.5296 -0.04 -0.06 -0.09
N -0.5596 -4.2009 3.2082 0.03 0.11 0.03
C -0.7215 -2.7139 1.1388 0.02 -0.04 0.11
C -0.9252 -3.6647 0.1327 0.00 0.00 -0.06
C -1.0530 -3.2442 -1.1693 0.01 0.03 0.04
C -0.9632 -1.8711 -1.4383 0.03 -0.03 -0.08
N -0.7738 -0.9673 -0.5018 0.03 0.04 -0.12
C -0.6639 -1.3565 0.7721 -0.05 0.04 0.05
C -0.4620 -0.3084 1.7855 -0.01 -0.04 -0.07
N -0.4873 0.9596 1.3548 0.01 0.03 0.04
C -0.2192 1.9192 2.2147 0.11 -0.02 0.01
C 0.0629 1.6740 3.5690 0.00 0.04 -0.02
C 0.0304 0.3833 4.0333 0.01 0.00 -0.01
C -0.2407 -0.6515 3.1286 0.01 0.00 0.04
H 0.2350 -8.3786 10.4644 0.00 0.00 0.01
H -0.3755 -6.7152 10.3014 0.01 0.00 0.01
H 1.3166 -7.0906 9.8858 0.00 0.00 0.01
H 0.5444 -5.1912 8.8549 0.00 0.00 0.00
H 0.4231 -3.5461 7.0292 0.00 0.00 -0.01
H -0.9652 -6.5870 4.3698 0.00 0.01 -0.01
H -0.8327 -8.2379 6.1804 0.00 -0.01 0.00
H -0.6521 -5.1133 2.8032 0.01 -0.01 0.00
H -0.9724 -4.7215 0.3751 0.00 0.00 0.00
H -1.2008 -3.9475 -1.9773 0.00 0.00 -0.01
H -1.0301 -1.4936 -2.4557 0.00 0.00 -0.01
H -0.1893 2.9292 1.8227 -0.03 -0.03 0.01
H 0.3213 2.5037 4.2128 0.00 -0.01 0.01
H 0.2294 0.1429 5.0700 0.00 0.00 0.00
O 5.6805 2.5292 -2.1807 -0.13 -0.01 0.07
Se 4.1660 2.4039 -1.6271 0.56 0.10 -0.08
O 3.1220 3.3896 -2.3927 0.23 -0.17 0.13
O 3.6164 0.8647 -1.5772 0.60 0.09 -0.01
O 4.3720 2.8822 0.0599 -0.04 0.03 -0.04
```
Positions in Å, forces in eV/Å.

Here are the Mulliken charges for atoms 1 to 8, given in e: 0.878 -1.793 0.033 0.901 -0.859 -0.168 -0.699 0.591